Entry 1:
Molecular formula: CBr5O7SSn4
Method: DFT, ωB97M-V with the def2-TZVPD basis set

## Properties
Kohn-Sham gap   0.1058 Eh
Max |F|   7.5 eV Å⁻¹
HOMO level   -4.3350 eV

```
! RIJCOSX wB97M-V def2-TZVPD def2/J DEFGRID3
* xyz -1 1
Sn -2.66123 -0.29588 1.21879
Sn 0.54783 1.47533 -1.60051
Sn 0.26743 -3.02776 -0.79771
Sn 1.88946 1.03910 2.42539
Br -3.27415 1.17572 -4.39017
Br 2.65233 1.77836 -2.10490
Br -1.92144 -3.53647 1.24338
Br 1.61724 -4.72786 -4.12086
Br -1.31370 -1.89928 -2.52470
S -1.18902 2.53592 1.34745
O -2.13140 2.01101 0.25703
O -1.33859 1.68332 2.62063
O 0.27582 2.13523 0.97596
O -1.37382 3.99732 1.52023
C 2.07427 -1.15548 1.02489
O 1.92817 -2.01213 0.07014
O 1.11379 -0.20632 0.85752
O 2.83700 -0.97013 1.97743
*
```

Entry 2:
Molecular formula: C29H38N4O2P2Sn
Method: DFT, ωB97M-V with the def2-TZVPD basis set

## Properties
Kohn-Sham gap   0.2695 Eh
Max |F|   5.2 eV Å⁻¹
HOMO level   -8.3169 eV
Energy above the lowest of the compared OMol25 structures with the same formula, charge and spin   32.8 kcal per mole

```
! RIJCOSX wB97M-V def2-TZVPD def2/J DEFGRID3
* xyz 0 1
Sn -0.11449 -2.34476 2.55971
C -0.68957 3.50621 4.35061
C -1.28982 2.80422 3.38046
C -0.66818 2.33515 2.11670
C 0.59106 1.37906 2.34321
C 1.96104 1.93698 2.37680
C 2.33911 3.11839 2.88402
C 1.47894 4.35605 3.01916
C 0.61063 4.28015 4.29982
C 1.61015 -3.64466 3.23724
H -1.18140 3.52488 5.33691
H -2.36805 2.57477 3.52568
H -0.42954 3.16588 1.41173
H -1.44927 1.66514 1.69519
H 0.42620 0.75229 3.25807
H 0.56670 0.65841 1.51252
H 2.76117 1.22009 2.14663
H 3.32085 3.21141 3.36834
H 0.95192 4.50995 2.08610
H 2.14058 5.21688 3.16326
H 1.23869 3.84147 5.10809
H 0.32589 5.32036 4.53670
H 1.37396 -4.13320 4.20844
H 2.35000 -2.84220 3.44186
H 2.03219 -4.40438 2.55273
P 1.35693 -1.46973 -1.49973
P -2.17139 -0.93600 -1.51291
N 2.69138 -0.23840 -1.77480
N 2.10860 -2.65389 -2.70829
N -2.18425 0.83628 -1.99509
N -3.73104 -1.28185 -2.31159
C 0.30314 -0.65825 -2.79451
C -1.06404 -1.34834 -2.95492
C 3.68947 0.05428 -0.83084
C 4.63795 0.88338 -1.43164
C 4.22901 1.10224 -2.77908
C 3.03469 0.41839 -2.95426
C 2.50684 -3.93711 -2.31295
C 2.84829 -4.66572 -3.45666
C 2.69268 -3.81253 -4.58776
C 2.25442 -2.58425 -4.09851
C -1.83921 1.74787 -0.99923
C -1.72999 3.02198 -1.54813
C -1.96294 2.89342 -2.95144
C -2.14479 1.53632 -3.21184
C -4.47471 -0.59642 -3.28360
C -5.54127 -1.39858 -3.69185
C -5.43988 -2.62790 -2.96199
C -4.31730 -2.55456 -2.15046
H 0.72664 -0.58599 -3.80218
H 0.15933 0.37686 -2.48196
H -1.52902 -1.08817 -3.93212
H -0.90815 -2.44689 -2.95804
H 3.60664 -0.36096 0.16372
H 5.52160 1.27389 -0.93899
H 4.73958 1.66828 -3.54319
H 2.39238 0.40219 -3.82264
H 2.49879 -4.18566 -1.26302
H 3.16351 -5.69762 -3.45594
H 2.87226 -4.05839 -5.62245
H 2.02866 -1.69076 -4.64898
H -1.75107 1.36956 0.00764
H -1.48217 3.90833 -0.99104
H -1.98701 3.70472 -3.67787
H -2.29269 1.02823 -4.15764
H -4.21569 0.40240 -3.57809
H -6.28220 -1.13733 -4.43007
H -6.10977 -3.47838 -3.03413
H -3.88333 -3.23938 -1.44883
C -1.81201 -0.99007 6.21337
C -1.20472 -1.96164 5.24099
O -1.77488 -3.02081 5.00116
O -0.08726 -1.57177 4.58718
H -2.42661 -1.59200 6.89425
H -2.54995 -0.33638 5.76011
H -1.05422 -0.43140 6.80086
*
```

Entry 3:
Molecular formula: CH2IN
Method: DFT, ωB97M-V with the def2-TZVPD basis set

## Properties
Kohn-Sham gap   0.3790 Eh
Max |F|   2.1 eV Å⁻¹
HOMO level   -10.3479 eV
Structure (SMILES)   C#N.I
Energy above the lowest of the compared OMol25 structures with the same formula, charge and spin   5.1 kcal per mole

```
! RIJCOSX wB97M-V def2-TZVPD def2/J DEFGRID3
* xyz 0 1
C 0.71730 0.38603 -1.83288
N 0.72737 -0.49673 -2.53839
H 0.85657 1.01748 -0.98894
I -1.20391 0.32479 2.31560
H -1.09732 -1.23157 3.04461
*
```

Entry 4:
Molecular formula: C4H9NO2
Method: DFT, ωB97M-V with the def2-TZVPD basis set

## Properties
Kohn-Sham gap   0.3535 Eh
Max |F|   0.5 eV Å⁻¹
HOMO level   -9.5806 eV
Energy above the lowest of the compared OMol25 structures with the same formula, charge and spin   60.1 kcal per mole

```
! RIJCOSX wB97M-V def2-TZVPD def2/J DEFGRID3
* xyz 0 1
C 0.05265 2.39699 0.75339
N -0.48955 1.22820 0.06171
C 0.28454 0.37297 -0.55018
C -0.07478 -0.39490 -1.82170
O -0.05434 0.61411 -2.56922
O -0.17761 -1.59525 -1.96101
C 0.00786 -2.48258 0.76943
H 0.64007 2.08866 1.62221
H -0.76587 3.03620 1.08362
H 0.68397 2.96253 0.06071
H -1.45163 1.27433 -0.25343
H -0.13159 -1.40402 0.70003
H 1.32627 0.38450 -0.22424
H 0.92626 -2.75678 0.24867
H -0.82855 -2.96008 0.25821
H 0.05231 -2.76488 1.82179
*
```

Entry 5:
Molecular formula: C6H14NO
Method: DFT, ωB97M-V with the def2-TZVPD basis set

## Properties
Kohn-Sham gap   0.1909 Eh
Max |F|   1.6 eV Å⁻¹
HOMO level   -12.3800 eV
Energy above the lowest of the compared OMol25 structures with the same formula, charge and spin   101.0 kcal per mole

```
! RIJCOSX wB97M-V def2-TZVPD def2/J DEFGRID3
* xyz 1 1
C 0.16263 1.08090 -1.59192
O -0.89940 0.21661 -1.18932
C 1.41726 0.44602 -1.14074
C 1.94995 0.73699 0.15149
C 2.03500 -0.52282 1.13975
C 0.42842 -1.49203 2.68642
C 0.65160 -0.98194 1.48179
N -4.12376 0.08830 -1.10723
H 0.08817 1.16820 -2.67682
H -0.01463 2.04882 -1.13278
H -0.88895 -0.45778 -1.88267
H 2.01847 -0.13998 -1.82400
H 1.23923 1.40632 0.63263
H 2.93068 1.23217 0.11990
H 2.39892 -0.07036 2.06392
H 2.74199 -1.27782 0.81653
H -0.32294 -2.23253 2.90292
H 1.15942 -1.31033 3.47490
H -0.12452 -0.95974 0.72372
H -3.51331 0.89132 -1.06058
H -4.40166 -0.08747 -2.06297
H -4.93257 0.21712 -0.52493
*
```

Entry 6:
Molecular formula: C5H6O2
Method: DFT, ωB97M-V with the def2-TZVPD basis set

## Properties
Kohn-Sham gap   0.3924 Eh
Max |F|   0.8 eV Å⁻¹
HOMO level   -9.9701 eV
Structure (SMILES)   C#C[C@H](C=O)CO
Energy above the lowest of the compared OMol25 structures with the same formula, charge and spin   61.4 kcal per mole

```
! RIJCOSX wB97M-V def2-TZVPD def2/J DEFGRID3
* xyz 0 1
C 2.18277 -0.48494 0.69375
C 1.24232 0.02080 0.13525
C -0.00697 0.28288 -0.57749
C -0.56333 1.70692 -0.48362
O -1.74252 1.93773 -0.40460
C -1.00021 -0.78972 -0.06777
O -0.82287 -1.02030 1.30546
H 3.11097 -0.85063 1.05930
H 0.22303 0.13908 -1.64662
H 0.17071 2.53346 -0.57604
H -0.86037 -1.70957 -0.65488
H -2.01902 -0.42286 -0.19977
H 0.08549 -1.34284 1.41701
*
```

Entry 7:
Molecular formula: C7H8O
Method: DFT, ωB97M-V with the def2-TZVPD basis set

## Properties
Kohn-Sham gap   0.3989 Eh
Max |F|   1.9 eV Å⁻¹
HOMO level   -9.8345 eV
Structure (SMILES)   C#C[C@]1(C=C)CCO1
Energy above the lowest of the compared OMol25 structures with the same formula, charge and spin   91.4 kcal per mole

```
! RIJCOSX wB97M-V def2-TZVPD def2/J DEFGRID3
* xyz 0 1
C -1.11443 -1.73294 -2.16813
C -0.61640 -0.99807 -1.34020
C -0.07363 -0.18851 -0.22804
C -1.04714 -0.25630 0.89328
C -0.71388 -0.48041 2.16210
C 0.34610 1.27643 -0.60002
C 1.74748 0.80577 -0.13104
O 1.29434 -0.52043 0.14563
H -1.53242 -2.35084 -2.96601
H -2.07699 0.10157 0.66907
H 0.31531 -0.80140 2.38135
H -1.40947 -0.40713 2.98344
H 0.33912 1.51033 -1.68545
H -0.11690 2.06833 0.01378
H 2.52505 0.70755 -0.92261
H 2.13386 1.26605 0.79284
*
```

Entry 8:
Molecular formula: C4H6N2S2
Method: DFT, ωB97M-V with the def2-TZVPD basis set

## Properties
Kohn-Sham gap   0.2906 Eh
Max |F|   4.5 eV Å⁻¹
HOMO level   -7.5447 eV
Structure (SMILES)   Cc1[nH]c(S)nc1S
Energy above the lowest of the compared OMol25 structures with the same formula, charge and spin   46.9 kcal per mole

```
! RIJCOSX wB97M-V def2-TZVPD def2/J DEFGRID3
* xyz 0 1
C -1.26770 1.63064 0.02090
C -0.38260 0.42494 0.09463
N 0.98739 0.50256 0.12025
C 1.43019 -0.78726 0.02116
S 3.07533 -1.18789 -0.00481
N 0.50089 -1.71686 0.32153
C -0.71046 -0.96819 0.17425
S -2.20770 -1.88319 0.00091
H -2.24219 1.47561 -0.68506
H -1.82469 1.76948 0.93645
H -0.80217 2.56256 -0.16121
H 1.67119 1.30455 -0.38152
H 3.45183 -0.02962 0.02020
H -1.67931 -3.09733 -0.47768
*
```

no.,LUMO (eV)
1,-1.457
2,-0.984
3,-0.034
4,0.040
5,-7.185
6,0.708
7,1.021
8,0.362